Record 1
ORCA calculation (ωB97M-V/def2-TZVPD) on a cluster of 2 separate species, C2H8NO in total at a distorted geometry.

```
12
C2H8NO | OMol25 | ωB97M-V/def2-TZVPD
O 2.59247 -0.19025 1.93757
H 3.04244 0.57750 1.54767
C -1.45199 0.46634 -1.03330
C -0.13827 -0.14553 -0.52345
N -0.03889 -0.22928 0.91111
H -1.39445 0.72318 -2.07756
H -1.78876 1.23025 -0.34286
H -2.18307 -0.35470 -0.99742
H 0.77563 0.33678 -0.90021
H -0.06266 -1.13970 -1.00750
H 0.94237 -0.11612 1.25845
H -0.29483 -1.15848 1.22749
```

Computed properties:
**ΔE to the lowest compared entry with this formula, charge and spin**: 33.7 kJ/mol
**Net charge**: -1
**Frontier orbital gap**: 6.8 eV
**Total energy**: -210.9714 hartree
**LUMO energy**: 4.148 eV

---

Record 2
ORCA calculation (ωB97M-V/def2-TZVPD) on a structure of composition C23H43GeN3PtSSi3.

```
75
C23H43GeN3PtSSi3 | OMol25 | ωB97M-V/def2-TZVPD
Pt -0.47465 -0.64672 -0.12044
C -4.58877 -1.35544 -1.63954
C -4.41474 -2.61164 -2.20813
C -3.13453 -3.12003 -2.35685
C -2.04870 -2.36775 -1.93120
N -2.23910 -1.16386 -1.35786
C -3.47130 -0.65962 -1.22514
C -0.63654 -2.78234 -2.06229
C -0.20571 -3.64525 -3.05686
C 1.15280 -3.89900 -3.22347
C 2.09351 -3.26249 -2.42066
C 1.67160 -2.41464 -1.40605
C 0.31325 -2.16775 -1.22515
H -5.57139 -0.91781 -1.52812
H -5.27002 -3.18672 -2.54052
H -2.97340 -4.09660 -2.79307
H -3.54825 0.33111 -0.79729
H -0.91868 -4.09897 -3.73419
H 1.47897 -4.59165 -3.98752
H 3.15050 -3.43651 -2.57802
H 2.40585 -1.94116 -0.76765
C 0.47685 2.59810 3.30710
Si 0.54265 3.46586 1.68911
C 1.81808 4.76284 1.47047
C -1.09697 3.76464 0.90150
Ge 1.08910 1.37804 -0.00135
Si 3.34214 0.27968 1.32202
C 4.53464 -0.77061 0.40046
C 2.22029 -0.66783 2.43862
C 4.08473 1.86348 1.89577
Si 1.99630 2.56310 -2.27559
C 2.21121 1.01429 -3.23816
C 0.45769 3.52476 -2.57913
C 3.50681 3.49605 -1.82629
H -0.03769 3.26220 4.01349
H 1.46473 2.38759 3.71599
H -0.09992 1.67271 3.24721
H 1.60968 5.55187 2.20559
H 1.76688 5.21800 0.48054
H 2.82991 4.40548 1.65669
H -1.73288 4.30066 1.61679
H -1.60364 2.82955 0.65005
H -1.00890 4.37721 0.00391
H 4.18556 -1.79580 0.28421
H 5.43687 -0.78618 1.02553
H 4.82764 -0.37702 -0.57476
H 1.48716 -1.24012 1.86102
H 1.68666 -0.03100 3.14464
H 2.82346 -1.39204 3.00015
H 4.27046 2.55003 1.06664
H 5.05743 1.62646 2.34445
H 3.47839 2.36374 2.64980
H 1.39725 0.30617 -3.06791
H 3.16082 0.52948 -3.00615
H 2.21312 1.26882 -4.30562
H -0.43963 2.95344 -2.33216
H 0.40296 3.77110 -3.64660
H 0.45719 4.46120 -2.01972
H 4.33893 2.82991 -1.59078
H 3.34325 4.18035 -0.99346
H 3.80322 4.09971 -2.69413
C -3.17849 -4.07420 2.04347
N -2.58863 -2.77811 1.66631
C -2.96050 -1.55000 1.99489
S -1.79412 -0.23637 1.84548
N -4.15118 -1.20547 2.45612
C -5.40381 -1.97347 2.55450
H -2.36024 -4.76438 2.23161
H -3.80314 -4.47899 1.24979
H -3.74988 -3.98486 2.95811
H -1.67775 -2.82633 1.23282
H -4.21296 -0.24827 2.76998
H -5.53662 -2.39791 3.54774
H -5.43327 -2.75687 1.80866
H -6.22256 -1.28580 2.36060
```

Computed properties:
**Net charge**: +3
**Frontier orbital gap (spin up / spin down)**: 7.7 / 5.3 eV
**2S+1**: 6
**⟨S²⟩**: 8.7690
**Total energy**: -4528.3913 hartree
**LUMO energy (spin up / spin down)**: -7.422 / -11.113 eV

---

Record 3
ORCA calculation (ωB97M-V/def2-TZVPD) on a structure of composition C15H20N4O3S2 at a distorted geometry.

```
44
C15H20N4O3S2 | OMol25 | ωB97M-V/def2-TZVPD
N -2.57420 -3.00345 -0.03949
C -2.98246 -1.90415 -0.70817
O -3.90110 -1.20607 -0.33677
C -2.24703 -1.64867 -2.02170
H -2.78025 -0.84960 -2.53610
C -0.77409 -1.26549 -1.77383
N -0.57433 -0.71744 -0.44495
S 0.22324 -1.69123 0.62367
O -0.37861 -1.62650 1.92178
O 0.30875 -3.00473 0.03455
C 1.92182 -1.11573 0.78756
C 2.55238 -1.18106 1.99854
C 3.91044 -0.83192 2.14320
C 4.66166 -0.42282 1.07473
C 4.04255 -0.35107 -0.18412
N 4.58463 0.02041 -1.34519
S 3.46827 -0.06702 -2.48971
N 2.23343 -0.56974 -1.59309
C 2.65074 -0.70324 -0.33371
H 5.70283 -0.16033 1.16969
H 4.35974 -0.89886 3.12187
H 1.97578 -1.50453 2.85110
C -0.52692 0.73331 -0.30480
C -0.38740 1.13298 1.16234
C -0.36947 2.65129 1.32071
C -1.64487 3.26319 0.75625
C -1.78178 2.88554 -0.71240
C -1.79597 1.36932 -0.88485
H -1.87361 1.14149 -1.94755
H -2.66318 0.94090 -0.38155
H -0.94435 3.30888 -1.27414
H -2.70360 3.30093 -1.12290
H -1.62146 4.34937 0.86559
H -2.50519 2.88428 1.30997
H 0.49617 3.06262 0.79406
H -0.26650 2.90088 2.37804
H 0.53046 0.71623 1.57855
H -1.22248 0.70710 1.71853
H 0.34727 1.11263 -0.86606
H -0.42396 -0.55067 -2.52283
H -0.14818 -2.15488 -1.84305
H -2.29368 -2.54978 -2.63350
H -1.65528 -3.38621 -0.20803
H -2.93024 -3.11616 0.89775
```

Computed properties:
**ΔE to the lowest compared entry with this formula, charge and spin**: 188.6 kJ/mol
**Frontier orbital gap**: 8.1 eV
**Total energy**: -1824.7241 hartree
**LUMO energy**: -1.295 eV

---

Record 4
ORCA calculation (ωB97M-V/def2-TZVPD) on a structure of composition C5H6O.

```
12
C5H6O | OMol25 | ωB97M-V/def2-TZVPD
C 1.43665 -0.09974 -0.57467
C 0.37224 0.78388 -0.33698
C -1.15231 0.45995 -0.32042
O -1.36177 -0.90498 -0.58571
C -0.54551 -1.18204 0.47819
C -0.47811 0.16493 0.96106
H 1.75814 -0.82785 0.15144
H 2.13963 0.11764 -1.37998
H 0.49945 1.85844 -0.52424
H -1.90073 1.18467 -0.61645
H -0.37240 -2.19229 0.81955
H -0.39527 0.63737 1.92821
```

Computed properties:
**ΔE to the lowest compared entry with this formula, charge and spin**: 522.6 kJ/mol
**Frontier orbital gap (spin up / spin down)**: 8.0 / 7.9 eV
**Total energy**: -269.1472 hartree
**LUMO energy (spin up / spin down)**: 0.679 / 0.647 eV

---

Record 5
ORCA calculation (ωB97M-V/def2-TZVPD) on a structure of composition C4H6O2.

```
12
C4H6O2 | OMol25 | ωB97M-V/def2-TZVPD
C 0.04704 1.30709 -0.93665
C -0.30578 -0.06178 -0.40695
C 0.68240 -0.69388 0.56331
C -0.56040 -1.22763 1.21258
O -0.87783 -2.12386 1.92991
O -1.34310 -0.24060 0.62917
H 0.55681 1.92613 -0.19206
H -0.81305 1.84752 -1.33369
H 0.75154 1.14476 -1.76516
H -0.61396 -0.71889 -1.22379
H 1.55087 -1.28512 0.28144
H 0.92548 0.12626 1.24189
```

Computed properties:
**ΔE to the lowest compared entry with this formula, charge and spin**: 89.0 kJ/mol
**Frontier orbital gap**: 11.4 eV
**Total energy**: -306.4724 hartree
**LUMO energy**: 0.866 eV

---

Record 6
ORCA calculation (ωB97M-V/def2-TZVPD) on a structure of composition C30H28ClN4O4OsPS2.

```
71
C30H28ClN4O4OsPS2 | OMol25 | ωB97M-V/def2-TZVPD
Os -1.78757 -1.67820 0.46876
N -3.30125 -0.65857 1.56972
C -4.68929 -0.96710 1.09665
C -4.99440 -2.44810 1.13971
C -4.32011 -3.27437 0.06120
O -4.83539 -4.21290 -0.45180
O -3.04050 -2.93487 -0.29895
H -3.25659 -0.81236 2.57502
H -3.17948 0.34599 1.44964
H -4.76606 -0.58397 0.07888
H -5.39338 -0.41138 1.71618
H -6.06591 -2.59915 1.01856
H -4.73824 -2.87801 2.11439
Cl -0.38176 -2.86228 -1.13178
C 0.38843 -1.61667 -2.10956
C 1.12434 -2.04753 -3.19544
C 1.66647 -1.08889 -4.03819
C 1.46430 0.26552 -3.79475
C 0.73204 0.67090 -2.69307
C 0.19433 -0.27665 -1.81843
P -0.82100 0.22423 -0.42220
C 0.07066 1.32792 0.67678
C 1.37814 1.71878 0.40426
C 2.02763 2.59388 1.26459
C 1.38760 3.06056 2.40193
C 0.08696 2.65914 2.68691
C -0.56908 1.79760 1.82735
C -2.25403 1.07614 -1.11294
C -2.59830 2.38726 -0.79296
C -3.76124 2.93677 -1.31931
C -4.57472 2.18426 -2.15474
C -4.23016 0.87662 -2.48066
C -3.07246 0.32019 -1.96246
H 1.26617 -3.10326 -3.38079
H 2.23846 -1.40670 -4.89944
H 1.87013 1.00426 -4.47207
H 0.56310 1.72626 -2.51271
H 1.89789 1.34947 -0.46889
H 3.03868 2.90533 1.03996
H 1.89787 3.74127 3.07017
H -0.41434 3.02601 3.57230
H -1.58907 1.50963 2.05701
H -1.96055 2.98370 -0.15308
H -4.02455 3.95915 -1.08392
H -5.47489 2.62126 -2.56571
H -4.85503 0.29839 -3.14845
H -2.78952 -0.68966 -2.25252
N 6.04962 2.78539 -0.57867
C 5.35122 1.64970 -0.32664
C 4.64817 0.99667 -1.35900
C 3.93369 -0.14829 -1.09791
C 3.88131 -0.64917 0.20347
C 4.57520 -0.01928 1.23808
C 5.29873 1.11888 0.97648
S 3.04833 -2.12331 0.50788
O 3.55854 -2.73700 1.70045
O 2.88466 -2.86784 -0.70000
N 1.43912 -1.63650 0.83630
C 0.83616 -2.10424 1.84415
S 1.46986 -2.93700 3.27028
C -0.08046 -2.82542 3.99148
C -1.02687 -2.27379 3.20241
N -0.59048 -1.90686 1.94263
H 6.23401 3.05630 -1.52896
H 6.69219 3.13600 0.11058
H 4.70772 1.38135 -2.36955
H 3.43162 -0.67764 -1.89843
H 4.56463 -0.44321 2.23344
H 5.85535 1.59998 1.77079
H -0.24756 -3.19686 4.99162
H -2.06908 -2.19777 3.46400
```

Computed properties:
**ΔE to the lowest compared entry with this formula, charge and spin**: 34.9 kJ/mol
**Net charge**: +2
**Frontier orbital gap (spin up / spin down)**: 5.6 / 4.8 eV
**Total energy**: -3368.0621 hartree
**LUMO energy (spin up / spin down)**: -7.702 / -8.462 eV